Entry 1:
{
  "formula": "C3H2N2OS2",
  "method": "the ωB97M-V functional and the def2-TZVPD basis",
  "elements": ["S", "C", "N", "C", "N", "O", "C", "S", "H", "H"],
  "xyz": [[-2.700, -0.677, -0.003], [-1.115, -1.019, -0.010], [-0.113, -0.070, 0.008], [-0.238, 1.300, 0.002], [0.904, 1.891, -0.006], [1.856, 0.866, 0.001], [1.262, -0.350, -0.008], [2.026, -1.779, -0.003], [-0.715, -2.008, 0.035], [-1.168, 1.846, -0.016]],
  "forces_ev_per_angstrom": [[0.551, -0.145, -0.085], [-0.951, 0.792, 0.299], [0.469, -0.153, -0.183], [0.649, 0.784, -0.091], [-0.827, -0.274, 0.047], [0.072, -0.528, -0.072], [-0.112, 0.247, 0.187], [-0.103, 0.151, -0.039], [0.295, -0.644, -0.107], [-0.042, -0.230, 0.044]],
  "lowdin_charge": [0.7155, -0.6300, -0.1044, -0.1253, 0.1214, -0.0415, -0.8367, 0.7391, 0.0368, 0.1251],
  "e_tot_ha": -1096.58774,
  "fmax_ev_per_a": 1.3,
  "gap_ev": 8.16,
  "de_lowest_kcal_mol": 25.9,
  "lumo_energy_ev": -1.2988,
  "homo_energy_ev": -9.4594
}

=====

Entry 2:
{
  "formula": "C36H25N3NiPS2",
  "method": "the ωB97M-V functional and the def2-TZVPD basis",
  "elements": ["Ni", "S", "C", "C", "C", "C", "N", "C", "C", "C", "S", "C", "N", "H", "H", "C", "C", "C", "C", "C", "C", "P", "C", "C", "C", "C", "C", "C", "C", "C", "C", "C", "C", "C", "C", "C", "C", "C", "H", "H", "H", "H", "H", "H", "H", "H", "H", "H", "H", "H", "H", "H", "H", "H", "N", "C", "C", "C", "C", "C", "C", "H", "H", "H", "H", "H", "H", "H"],
  "xyz": [[-0.992, -0.540, 0.894], [-2.186, -1.347, 2.769], [-1.533, -2.947, 2.990], [-1.944, -3.706, 4.089], [-1.478, -4.993, 4.315], [-1.934, -5.719, 5.466], [-2.311, -6.284, 6.394], [-0.566, -5.561, 3.412], [-0.153, -4.820, 2.314], [-0.611, -3.522, 2.080], [-0.043, -2.660, 0.675], [-0.057, -6.887, 3.607], [0.358, -7.949, 3.765], [-2.650, -3.271, 4.786], [0.549, -5.258, 1.617], [-1.179, -2.400, -4.935], [-0.077, -1.560, -5.009], [0.292, -0.799, -3.910], [-0.440, -0.870, -2.727], [-1.535, -1.728, -2.655], [-1.907, -2.484, -3.757], [-0.057, 0.133, -1.250], [1.710, 0.508, -1.492], [2.584, -0.575, -1.368], [3.948, -0.398, -1.524], [4.460, 0.866, -1.794], [3.601, 1.948, -1.890], [2.231, 1.774, -1.737], [-0.964, 1.677, -1.544], [-0.831, 2.430, -2.682], [-1.540, 3.638, -2.825], [-2.368, 4.060, -1.823], [-2.554, 3.290, -0.650], [-3.434, 3.711, 0.376], [-3.623, 2.914, 1.468], [-2.951, 1.674, 1.583], [-2.059, 1.206, 0.642], [-1.860, 2.057, -0.498], [-1.464, -2.998, -5.792], [0.501, -1.500, -5.924], [1.162, -0.156, -3.969], [-2.084, -1.819, -1.725], [-2.757, -3.150, -3.688], [2.188, -1.560, -1.138], [4.614, -1.247, -1.430], [5.527, 1.006, -1.916], [3.994, 2.941, -2.075], [1.571, 2.629, -1.794], [-0.174, 2.099, -3.479], [-1.423, 4.228, -3.726], [-2.912, 4.993, -1.920], [-3.956, 4.656, 0.270], [-4.303, 3.226, 2.253], [-3.165, 1.075, 2.463], [0.503, 0.359, 2.230], [1.353, 1.445, 1.913], [0.817, 2.716, 1.721], [1.651, 3.774, 1.393], [3.019, 3.581, 1.254], [3.547, 2.311, 1.436], [2.721, 1.246, 1.758], [1.005, -0.465, 2.536], [-0.213, 0.582, 2.914], [-0.252, 2.862, 1.817], [1.222, 4.757, 1.243], [3.666, 4.411, 0.999], [4.610, 2.141, 1.316], [3.134, 0.252, 1.889]],
  "forces_ev_per_angstrom": [[-0.021, 0.098, 0.003], [0.000, -0.025, -0.002], [0.008, 0.007, -0.024], [-0.005, 0.008, 0.010], [-0.008, -0.006, 0.014], [0.001, 0.009, -0.011], [0.000, 0.000, 0.003], [0.018, -0.018, -0.029], [0.009, -0.002, -0.003], [-0.017, 0.003, 0.021], [0.038, -0.029, -0.006], [-0.025, 0.015, 0.063], [0.014, -0.006, -0.036], [0.000, 0.000, -0.001], [-0.001, 0.000, 0.000], [0.003, 0.002, -0.004], [-0.007, -0.003, -0.002], [0.007, 0.007, 0.005], [0.026, 0.000, -0.007], [-0.005, -0.005, 0.004], [-0.003, 0.003, 0.003], [-0.024, 0.005, 0.022], [0.004, 0.002, -0.006], [0.002, 0.003, 0.002], [-0.003, -0.007, 0.001], [0.001, 0.004, -0.003], [0.001, -0.002, -0.006], [0.000, -0.003, 0.014], [0.007, -0.001, 0.001], [0.000, -0.004, 0.001], [0.005, 0.001, -0.001], [-0.007, 0.001, 0.003], [0.013, -0.011, -0.006], [-0.007, -0.005, 0.009], [-0.004, 0.011, -0.007], [0.008, 0.000, 0.001], [-0.001, -0.026, 0.007], [-0.005, 0.013, -0.020], [-0.001, 0.000, 0.000], [0.000, -0.002, -0.001], [-0.009, -0.002, -0.004], [-0.002, 0.001, 0.001], [-0.001, -0.001, 0.001], [0.002, 0.001, 0.003], [0.000, -0.001, 0.000], [0.001, 0.000, 0.003], [0.001, 0.001, 0.000], [0.000, 0.000, -0.001], [0.000, 0.000, -0.004], [0.000, 0.000, 0.000], [-0.001, 0.000, 0.000], [0.000, 0.001, 0.002], [0.000, 0.002, 0.000], [0.004, -0.004, -0.001], [-0.037, -0.019, -0.025], [0.001, 0.004, -0.009], [-0.006, 0.002, -0.012], [0.007, 0.000, 0.006], [-0.007, -0.001, 0.006], [0.000, 0.004, -0.019], [0.001, -0.007, 0.013], [-0.008, -0.018, -0.006], [0.026, 0.000, 0.032], [-0.001, -0.001, 0.005], [0.001, 0.001, -0.001], [0.001, 0.000, 0.000], [0.001, 0.000, -0.001], [-0.001, -0.001, -0.001]],
  "lowdin_charge": [0.0250, 0.6357, -0.6864, -0.0808, -0.2097, -0.1933, 0.1414, -0.2109, -0.0828, -0.6894, 0.5925, -0.1947, 0.1406, 0.1058, 0.1053, -0.0970, -0.0906, -0.0907, -0.3342, -0.0936, -0.0812, 1.0694, -0.3535, -0.1020, -0.0835, -0.1001, -0.0965, -0.0890, -0.2955, -0.1019, -0.0868, -0.0447, -0.1810, -0.0666, -0.0964, -0.1571, -0.1881, -0.2066, 0.0965, 0.0977, 0.1018, 0.0893, 0.1024, 0.0865, 0.1016, 0.0970, 0.1028, 0.0975, 0.1011, 0.0958, 0.1053, 0.0999, 0.0945, 0.0337, 0.0508, -0.2938, -0.0260, -0.0855, -0.1150, -0.1048, -0.0397, 0.0882, 0.0709, 0.1057, 0.1016, 0.0948, 0.1021, 0.1158],
  "s2": 2.011,
  "multiplicity": 3,
  "e_tot_ha": -4197.31503,
  "fmax_ev_per_a": 0.1,
  "gap_ev": [6.41, 6.96],
  "de_lowest_kcal_mol": 0.0,
  "lumo_energy_ev": [2.3612, 2.3538],
  "homo_energy_ev": [-4.0476, -4.6090],
  "charge": -1
}

=====

Entry 3:
{
  "formula": "C27H42BrINO12P",
  "method": "the ωB97M-V functional and the def2-TZVPD basis",
  "elements": ["C", "C", "O", "C", "C", "C", "C", "O", "I", "O", "C", "C", "O", "C", "O", "C", "C", "O", "C", "C", "O", "Br", "C", "C", "C", "C", "C", "O", "O", "C", "O", "O", "O", "C", "P", "C", "C", "C", "C", "C", "C", "C", "N", "H", "H", "H", "H", "H", "H", "H", "H", "H", "H", "H", "H", "H", "H", "H", "H", "H", "H", "H", "H", "H", "H", "H", "H", "H", "H", "H", "H", "H", "H", "H", "H", "H", "H", "H", "H", "H", "H", "H", "H", "H", "H"],
  "xyz": [[4.420, -1.004, 1.603], [3.579, 0.220, 1.338], [4.372, 1.414, 1.500], [3.012, 0.363, -0.062], [1.959, -0.641, -0.531], [1.214, -0.035, -1.753], [2.050, 0.027, -2.985], [2.866, 0.844, -3.213], [1.616, -1.382, -4.574], [1.060, -1.144, 0.449], [0.126, -0.538, 1.354], [0.134, 0.980, 1.591], [-0.248, 1.792, 0.510], [-0.462, 3.142, 0.884], [-0.183, 3.971, -0.187], [1.120, 4.567, -0.172], [1.631, 4.802, -1.580], [3.019, 4.570, -1.682], [0.445, -1.048, 2.786], [1.352, -2.226, 2.910], [1.445, -3.175, 2.262], [2.460, -2.083, 4.557], [-1.287, -1.045, 0.854], [-2.447, -0.512, 1.700], [-2.984, 0.886, 1.356], [-4.515, 0.939, 1.209], [-5.170, 1.561, 2.405], [-4.860, 2.611, 2.841], [-6.129, 0.828, 3.017], [-1.277, -2.569, 0.960], [-2.460, -3.105, 0.340], [-3.144, -3.943, 1.280], [-1.315, -0.640, -0.490], [-2.465, -0.853, -1.284], [-2.334, 0.268, -2.739], [-3.456, -0.615, -3.866], [-3.329, 1.714, -2.247], [2.548, -1.946, -1.092], [3.915, -2.178, -1.309], [4.318, -3.409, -1.827], [3.346, -4.380, -2.109], [2.005, -4.048, -1.881], [1.614, -2.868, -1.393], [4.711, -1.032, 2.649], [3.866, -1.914, 1.402], [5.322, -0.993, 1.002], [2.817, 0.273, 2.111], [5.090, 1.214, 2.105], [3.837, 0.440, -0.758], [2.550, 1.343, -0.092], [0.343, -0.623, -1.980], [0.974, 1.001, -1.580], [-0.536, 1.147, 2.436], [1.114, 1.298, 1.932], [0.162, 3.397, 1.746], [-1.506, 3.282, 1.162], [1.829, 3.910, 0.329], [1.068, 5.499, 0.384], [1.074, 4.131, -2.234], [1.432, 5.815, -1.908], [3.166, 3.646, -1.921], [-0.460, -1.324, 3.318], [0.878, -0.254, 3.378], [-3.268, -1.210, 1.573], [-2.210, -0.543, 2.758], [-2.556, 1.229, 0.429], [-2.742, 1.578, 2.153], [-4.760, 1.577, 0.365], [-4.940, -0.037, 0.995], [-6.670, 0.380, 2.358], [-0.420, -2.985, 0.447], [-1.316, -2.894, 1.990], [-3.838, -3.359, 1.614], [-3.405, -0.706, -0.754], [-2.486, -1.861, -1.691], [-4.433, -0.804, -3.424], [-3.008, -1.574, -4.099], [-3.578, -0.048, -4.779], [-3.424, 2.376, -3.096], [-2.787, 2.229, -1.462], [-4.318, 1.441, -1.890], [4.657, -1.434, -1.092], [5.363, -3.614, -1.991], [3.612, -5.347, -2.500], [1.235, -4.766, -2.117]],
  "forces_ev_per_angstrom": [[-0.040, -0.040, 0.098], [0.704, 0.393, 0.109], [-0.043, -0.123, -0.061], [-0.639, 0.018, 0.681], [0.157, -0.161, -1.016], [-0.052, -0.320, 0.082], [-0.025, -0.075, -0.334], [0.768, 0.644, -0.047], [-0.121, -0.170, -0.071], [0.153, 0.546, 0.917], [-0.263, 0.049, -0.665], [-0.024, 0.323, -0.415], [0.187, -0.209, -0.360], [0.131, 0.230, -0.092], [-0.049, 0.051, -0.114], [-0.073, -0.195, 0.279], [-0.360, -0.431, -0.261], [0.285, -0.013, -0.070], [0.077, 0.149, -0.114], [-0.049, 1.079, 0.987], [0.156, -1.634, -1.146], [0.091, 0.042, 0.192], [0.653, -0.088, 0.500], [-0.481, 0.367, -0.290], [-0.416, -0.341, 0.057], [0.002, 0.008, -0.302], [-0.275, -0.988, -0.457], [0.651, 1.405, 0.775], [-0.702, 0.035, 0.200], [-0.481, -0.315, -0.349], [-0.201, 0.000, 0.124], [0.187, -0.043, -0.026], [-0.216, 0.381, 0.181], [-0.187, -0.008, -0.351], [0.848, 0.162, -0.336], [-0.273, -0.114, 0.318], [-0.066, -0.282, 0.161], [0.220, -0.982, 0.102], [-0.638, -0.379, -0.246], [-0.997, -0.276, 0.037], [0.026, 0.935, 0.301], [0.824, 0.483, 0.102], [0.514, -0.149, 0.027], [0.064, 0.017, 0.213], [-0.055, -0.208, -0.057], [0.158, -0.030, -0.216], [-0.425, -0.198, -0.070], [0.036, 0.059, 0.101], [0.138, -0.175, -0.262], [-0.167, 0.342, 0.049], [-0.255, -0.075, 0.221], [-0.498, 0.341, 0.320], [-0.206, -0.046, 0.175], [0.405, -0.040, 0.112], [0.166, -0.033, 0.154], [-0.187, -0.025, -0.065], [0.118, -0.176, 0.092], [0.003, 0.164, 0.197], [-0.097, -0.058, -0.157], [0.071, 0.218, -0.050], [-0.008, 0.135, 0.062], [-0.211, -0.119, 0.107], [0.126, 0.193, 0.089], [-0.162, -0.238, -0.019], [0.194, -0.161, 0.181], [0.335, 0.118, -0.073], [0.277, 0.310, -0.072], [-0.080, 0.178, -0.146], [0.003, -0.239, -0.034], [0.156, -0.362, 0.034], [0.253, -0.037, -0.067], [0.242, -0.066, 0.284], [-0.065, 0.056, -0.041], [-0.075, 0.045, 0.247], [0.051, -0.296, 0.050], [-0.212, 0.024, 0.007], [0.121, -0.170, -0.191], [-0.032, 0.091, -0.230], [-0.023, 0.224, -0.162], [0.077, 0.266, 0.113], [-0.236, -0.017, 0.035], [0.085, 0.182, 0.038], [0.151, -0.008, -0.045], [0.042, -0.114, -0.046], [-0.246, -0.035, 0.015]],
  "lowdin_charge": [-0.0458, -0.3957, -0.0310, -0.0556, -0.3300, -0.1344, -0.8060, 0.0248, 0.8111, -0.0252, -0.2698, -0.1323, -0.0868, -0.2437, -0.0854, -0.1630, -0.2294, -0.0541, -0.1207, -0.7638, 0.1098, 0.6865, -0.3542, -0.0730, -0.1483, -0.0926, -0.5449, 0.1494, 0.1061, -0.0884, -0.1474, -0.0079, -0.1459, -0.3510, 0.9183, -0.3047, -0.2892, -0.2188, -0.0153, -0.0417, -0.0525, -0.1381, 0.1285, 0.0632, 0.0765, 0.0876, 0.1108, 0.0850, 0.1271, 0.1153, 0.0560, 0.1197, 0.1347, 0.1252, 0.1401, 0.1340, 0.1212, 0.1266, 0.1237, 0.1186, 0.0820, 0.1299, 0.0872, 0.1022, 0.1247, 0.0796, 0.1075, 0.1133, 0.1098, 0.1119, 0.1251, 0.1316, 0.0880, 0.0931, 0.0926, 0.0413, 0.0331, 0.0333, 0.0362, 0.0235, 0.0312, 0.1003, 0.1054, 0.0979, 0.1065],
  "e_tot_ha": -5224.54656,
  "fmax_ev_per_a": 2.0,
  "gap_ev": 8.61,
  "de_lowest_kcal_mol": 0.0,
  "lumo_energy_ev": 0.0457,
  "homo_energy_ev": -8.5638
}